# C12H16S

C12H16S in the gas phase at a distorted geometry (wB97M-V/def2-TZVPD, the OMol25 dataset).

Summary:
frontier orbital gap	7.7	eV
lowest unoccupied orbital energy	-0.08	eV
spin multiplicity	1
maximum force	3.989	eV/Å
calculated total energy	-23532.975	eV

Last column: Mulliken charge in e.
Element x y z (Å)
C 2.356 -3.052 1.441  -0.457
C 2.029 -3.213 0.161  -0.733
C 1.849 -1.915 2.212  -0.352
C 0.994 -2.284 -0.451  -0.179
C 1.070 -0.952 1.631  -0.292
C 0.690 -1.009 0.225  0.613
C -0.959 -3.616 -1.814  -0.517
C -2.006 1.265 -0.822  -1.492
C -0.771 1.651 1.261  -2.270
C 0.203 2.287 -1.138  -1.477
C 0.030 -0.149 -0.570  -1.057
C -0.581 1.220 -0.264  2.354
S -0.670 -3.251 -0.239  0.091
H 3.118 -3.604 1.885  0.470
H 2.435 -4.085 -0.417  0.327
H 2.071 -1.854 3.393  0.224
H 0.974 -2.399 -1.542  0.661
H 0.616 -0.131 2.280  0.183
H -1.867 -4.234 -1.951  0.255
H -2.699 0.561 -0.186  0.302
H -2.620 2.270 -0.806  0.330
H -1.942 0.929 -1.911  0.368
H -1.231 0.816 1.722  0.568
H -1.443 2.429 1.324  0.649
H 0.112 2.311 1.645  0.308
H -0.154 2.179 -2.247  0.312
H 0.079 3.314 -0.759  0.388
H 1.277 2.113 -1.148  0.364
H -0.140 -0.347 -1.731  0.057

---

# C25H47F5NO2PbSSi4

A molecular structure, C25H47F5NO2PbSSi4 at a distorted geometry (wB97M-V/def2-TZVPD, the OMol25 dataset).

Summary:
frontier orbital gap	7.6	eV
lowest unoccupied orbital energy	-3.60	eV
spin multiplicity	1
maximum force	1.102	eV/Å
calculated total energy	-93451.447	eV
total charge	+1

Last column: Mulliken charge in e.
Element x y z (Å)
Pb -0.570 0.375 -2.856  0.841
F 5.914 3.689 -2.050  -0.287
C 4.682 3.276 -1.796  0.688
C 4.283 2.001 -2.165  0.023
F 5.130 1.186 -2.790  -0.294
C 2.997 1.585 -1.883  -0.657
F 2.647 0.347 -2.295  -0.258
C 2.059 2.393 -1.251  0.594
S 0.414 1.879 -0.880  -0.039
C 2.485 3.678 -0.921  -0.122
F 1.643 4.528 -0.334  -0.346
C 3.773 4.118 -1.173  0.218
F 4.141 5.345 -0.825  -0.289
C -3.157 2.093 -3.352  -2.158
C -3.284 1.539 -1.930  2.099
C -3.124 2.692 -0.941  -1.352
C -4.653 0.882 -1.777  -1.768
O -2.297 0.544 -1.658  -0.556
H -3.919 2.847 -3.546  0.434
H -3.279 1.299 -4.093  0.465
H -2.188 2.585 -3.502  0.435
H -3.951 3.400 -1.019  0.543
H -2.193 3.229 -1.127  0.353
H -3.096 2.306 0.077  -0.155
H -5.454 1.601 -1.952  0.412
H -4.770 0.472 -0.775  0.210
H -4.759 0.064 -2.490  0.417
C -0.528 2.786 4.256  -1.130
Si -0.040 2.925 2.446  0.687
C -1.016 4.278 1.615  -1.013
C 1.818 3.166 2.341  -0.683
Si -0.525 0.771 1.606  -0.271
Si 1.244 -0.777 1.851  0.245
C 2.754 -0.471 0.802  -0.457
C 1.662 -0.594 3.677  -1.166
C 0.628 -2.515 1.513  -0.313
Si -2.611 -0.299 1.905  1.046
C -4.028 0.906 2.127  -1.220
C -2.284 -1.042 3.607  -1.228
C -2.963 -1.613 0.632  -0.790
H -0.163 3.665 4.793  0.426
H -0.091 1.908 4.734  0.323
H -1.610 2.742 4.391  0.308
H -0.903 5.197 2.194  0.455
H -2.078 4.038 1.563  0.291
H -0.658 4.463 0.603  0.222
H 2.052 4.228 2.248  0.398
H 2.258 2.655 1.486  -0.235
H 2.301 2.792 3.244  0.497
H 3.143 0.541 0.911  0.284
H 2.523 -0.634 -0.248  -0.323
H 3.538 -1.170 1.101  0.515
H 2.177 0.347 3.875  0.299
H 2.318 -1.409 3.990  0.433
H 0.775 -0.628 4.311  0.315
H 0.250 -2.590 0.494  -0.664
H -0.172 -2.815 2.187  0.424
H 1.451 -3.223 1.639  0.477
H -3.703 1.852 2.565  0.341
H -4.751 0.458 2.811  0.482
H -4.544 1.131 1.196  0.284
H -2.095 -0.273 4.358  0.316
H -1.460 -1.753 3.638  0.272
H -3.192 -1.571 3.905  0.449
H -2.787 -1.233 -0.374  -0.043
H -4.009 -1.917 0.716  0.468
H -2.340 -2.494 0.787  0.394
O -0.194 -1.798 -1.922  -0.433
C 0.535 -2.798 -2.117  0.172
C -0.068 -4.161 -1.881  -0.193
C 0.515 -5.312 -2.696  -0.861
C 1.814 -5.868 -2.116  -0.686
C 2.767 -4.766 -1.658  -0.267
C 2.869 -3.631 -2.666  -0.788
N 1.785 -2.646 -2.546  0.135
H -1.129 -4.028 -2.093  0.491
H 0.001 -4.371 -0.809  0.212
H 0.670 -4.979 -3.726  0.286
H -0.228 -6.108 -2.744  0.412
H 2.305 -6.483 -2.872  0.334
H 1.593 -6.526 -1.273  0.345
H 3.762 -5.182 -1.496  0.440
H 2.445 -4.347 -0.700  -0.006
H 2.899 -4.022 -3.686  0.322
H 3.788 -3.067 -2.507  0.432
H 2.058 -1.686 -2.689  0.085

---

# C15H24N2O7P2Pd

A molecular structure, C15H24N2O7P2Pd at a distorted geometry (wB97M-V/def2-TZVPD, the OMol25 dataset).

Summary:
frontier orbital gap	5.0	eV
lowest unoccupied orbital energy	5.10	eV
spin multiplicity	1
maximum force	1.263	eV/Å
calculated total energy	-55319.065	eV
total charge	-2

Last column: Mulliken charge in e.
Element x y z (Å)
Pd -0.685 -0.386 -0.222  -0.760
C 2.421 1.215 1.659  -1.762
C 1.845 -0.185 1.786  1.202
O 2.717 -0.968 2.671  -0.690
P 2.111 -1.158 0.206  1.058
O 1.822 -0.371 -1.123  -0.353
O 3.734 -1.068 0.182  -0.678
O 1.614 -2.535 0.350  -0.673
P 0.235 -0.125 2.756  0.749
O 0.803 0.640 4.107  -0.624
O -0.746 0.798 2.129  -0.594
O -0.044 -1.534 3.165  -0.791
H 3.417 1.194 1.213  0.428
H 2.469 1.682 2.643  0.463
H 1.762 1.802 1.021  0.093
H 2.162 -1.741 2.883  0.381
H 0.784 -0.521 -1.379  0.346
H 4.012 -1.317 1.077  0.387
H 1.086 -0.061 4.703  0.296
N -1.602 1.272 -2.706  -1.093
C -1.049 1.245 -1.658  0.083
N -0.236 1.995 -0.756  1.420
C -1.021 2.885 0.100  -0.894
C -1.581 4.073 -0.676  -0.722
C -0.457 4.831 -1.379  -0.700
C 0.342 3.881 -2.268  -0.753
C 0.847 2.696 -1.449  -0.931
H -0.360 3.225 0.906  0.309
H -1.792 2.286 0.580  0.376
H -2.130 4.732 0.005  0.390
H -2.291 3.702 -1.421  0.372
H 0.210 5.265 -0.621  0.289
H -0.855 5.667 -1.964  0.349
H 1.190 4.398 -2.732  0.395
H -0.298 3.495 -3.065  0.403
H 1.546 3.048 -0.680  0.365
H 1.380 1.968 -2.060  0.347
C -2.193 -1.677 -0.796  -1.942
C -1.849 -3.096 -0.650  1.273
C -1.653 -3.678 0.616  -0.217
C -1.321 -5.013 0.753  -0.505
C -1.157 -5.832 -0.362  -0.449
C -1.328 -5.273 -1.622  -0.360
C -1.670 -3.938 -1.762  -0.537
H -2.970 -1.378 -0.080  0.473
H -2.507 -1.418 -1.809  0.354
H -1.699 -3.047 1.497  0.148
H -1.156 -5.410 1.749  0.340
H -0.876 -6.874 -0.250  0.322
H -1.189 -5.881 -2.513  0.327
H -1.794 -3.513 -2.753  0.290